# 1
# C5H6O2

A single C5H6O2 molecule (ωB97M-V/def2-TZVPD, OMol25).

Summary:
**E_HOMO (spin up / spin down)**: -0.33738 / -0.33817 hartree
**Energy relative to the best compared isomer or geometry (same formula, charge and spin)**: 181.57 kcal/mol
**Frontier orbital gap (spin up / spin down)**: 6.791 / 6.821 eV
**LUMO level (spin up / spin down)**: -2.39 / -2.38 eV
**Energy**: -344.31257 hartree

XYZ file:
```
13
Properties=species:S:1:pos:R:3:forces:R:3
O 2.052685 -1.486507 -0.702034 -0.2 0.5 0.1
C 1.627617 -0.358442 -0.581226 0.3 -0.2 -0.1
C 0.212636 -0.057629 -0.276784 -0.3 0.1 0.1
C -1.163784 -1.124223 1.380695 0.0 0.1 -0.1
C -0.770203 -1.098521 -0.045976 0.1 -0.2 0.0
C -0.214903 1.324393 -0.085115 0.0 -0.3 -0.1
O -1.421985 1.585274 0.264197 0.1 0.1 -0.1
H 2.279229 0.527837 -0.723493 -0.1 -0.1 0.0
H -1.069471 -0.099672 1.789547 0.1 -0.1 -0.1
H 0.592323 1.547028 0.715142 0.1 0.1 0.0
H -1.760758 -0.619246 -0.305693 0.0 0.0 0.1
H -0.634715 -2.068638 -0.521864 0.0 0.2 0.1
H 0.271333 1.928345 -0.907400 0.0 0.0 0.1
```
Forces are in eV/Å.

# 2
# C11H23IN7O5P

4 unconnected molecules or ions with the total composition C11H23IN7O5P (ωB97M-V/def2-TZVPD, OMol25).

Summary:
**E_HOMO**: -0.31983 hartree
**Frontier orbital gap**: 7.796 eV
**SMILES**: Oc1nnc(P(O)I)nn1.CNC(C)=O.CNC(C)=O.CNC(C)=O
**LUMO level**: -0.91 eV
**Energy**: -1831.48927 hartree

XYZ file:
```
48
Properties=species:S:1:pos:R:3:forces:R:3
O -4.779746 -4.415900 -0.920793 0.1 0.0 -0.2
C -3.497349 -4.114061 -1.120385 0.0 0.0 0.0
N -2.822655 -4.933561 -1.924955 -0.1 -0.1 0.0
N -1.566366 -4.651192 -2.120554 0.2 0.0 -0.1
C -1.052631 -3.573855 -1.520166 -0.1 -0.1 0.1
P 0.679319 -2.996186 -1.851251 0.3 0.0 0.0
O 1.051250 -3.960933 -3.125287 -0.1 0.0 0.1
I 1.821598 -4.314304 -0.124143 -0.2 -0.1 0.0
N -1.746647 -2.766908 -0.718729 0.1 0.1 0.0
N -3.002842 -3.048790 -0.500399 -0.1 0.1 0.0
H -5.206044 -3.658484 -0.501531 0.0 0.0 0.2
H 0.759610 -3.553241 -3.949959 0.1 0.0 -0.1
C 0.986390 3.257122 -1.361888 0.0 -0.1 0.0
N 1.035817 1.984682 -2.056126 0.0 0.0 -0.1
C 0.148976 0.963216 -2.010693 0.0 0.0 0.1
C -1.070829 1.130805 -1.132912 0.0 0.0 0.0
O 0.335948 -0.064276 -2.647255 -0.1 0.1 -0.2
H 0.978134 4.082620 -2.074073 0.0 0.0 0.0
H 1.856480 3.382602 -0.720741 0.0 0.0 0.0
H 0.086824 3.310871 -0.755207 0.0 0.0 0.0
H 1.829893 1.809422 -2.652266 0.0 0.0 0.0
H -1.659667 0.220852 -1.201426 0.0 0.0 0.0
H -0.784559 1.288103 -0.092281 0.0 0.0 0.0
H -1.673512 1.981437 -1.454147 0.0 0.0 0.0
C 3.622777 8.313269 0.689527 0.0 0.0 0.0
N 3.789742 6.962389 0.198391 0.0 0.0 0.0
C 3.204756 6.378804 -0.879835 0.0 0.0 0.0
C 2.249727 7.220540 -1.696187 0.0 0.0 0.0
O 3.447605 5.218635 -1.169785 0.0 0.0 0.0
H 4.571972 8.851592 0.686629 0.0 0.0 0.0
H 3.230282 8.314881 1.707749 0.0 0.0 0.0
H 2.925749 8.856040 0.058709 0.0 0.0 0.0
H 4.416039 6.349605 0.697154 0.0 0.0 0.0
H 1.880126 6.609131 -2.513664 0.0 0.0 0.0
H 1.407589 7.560684 -1.092204 0.0 0.0 0.0
H 2.750704 8.097592 -2.107391 0.0 0.0 0.0
C -2.374160 -5.641198 2.122608 0.0 0.0 0.0
N -1.048020 -5.570651 2.690224 0.1 0.0 0.0
C -0.700445 -5.451460 3.999717 0.0 0.0 0.0
C -1.822435 -5.374910 5.013215 0.0 0.0 0.0
O 0.469172 -5.408219 4.337472 0.0 0.0 0.0
H -2.522835 -6.575323 1.576385 0.0 0.0 0.0
H -2.547531 -4.810469 1.438151 0.0 0.1 0.0
H -3.122376 -5.586318 2.907457 0.0 0.0 0.0
H -0.258858 -5.608922 2.062388 0.0 0.0 0.0
H -1.371990 -5.283049 5.996551 0.0 0.0 0.0
H -2.462340 -4.510899 4.829025 0.0 0.0 0.0
H -2.442642 -6.271786 4.984882 0.0 0.0 0.0
```
Forces are in eV/Å.

# 3
# C54H97F6N16O6P

12 unconnected molecules or ions with the total composition C54H97F6N16O6P (ωB97M-V/def2-TZVPD, OMol25).

Summary:
**E_HOMO**: -0.47458 hartree
**Frontier orbital gap**: 5.055 eV
**LUMO level**: -7.86 eV
**Total charge**: +4
**Energy**: -4382.74110 hartree

XYZ file:
```
180
Properties=species:S:1:pos:R:3:forces:R:3
C -2.178415 3.115467 -0.575301 -0.7 1.4 0.2
C -2.873858 4.549788 -0.355609 0.9 -1.2 -0.6
N -4.316620 4.443274 -0.155136 -4.7 0.3 -1.0
C -4.963072 3.748307 0.857288 0.7 -0.4 0.0
C -6.307071 3.731535 0.641206 0.0 -0.8 0.7
N -6.604846 4.417882 -0.476208 4.4 1.6 -2.4
C -5.373383 4.870549 -0.996498 -0.1 -1.4 1.9
C -7.927360 4.633742 -1.039963 -0.8 0.5 0.5
H -1.309297 3.263004 -1.216361 -0.1 -0.1 0.0
H -2.870027 2.439376 -1.077970 0.0 0.1 -0.1
H -1.834134 2.655150 0.350797 -0.2 0.2 0.1
H -2.732176 5.144615 -1.257948 -0.1 0.0 0.0
H -2.415769 5.084855 0.476228 -0.2 -0.2 0.2
H -4.395506 3.217526 1.607314 0.2 0.2 0.3
H -7.092661 3.168457 1.123080 0.2 0.3 0.4
H -5.270329 5.392995 -1.936084 0.0 0.1 0.2
H -8.462611 5.200349 -0.278013 -0.3 -0.2 -0.1
H -8.416267 3.679141 -1.234401 0.1 0.1 0.1
H -7.980246 5.257000 -1.932637 0.7 -0.2 0.0
C -2.256515 -2.670151 -7.809012 0.1 0.8 -0.3
C -1.475837 -2.881177 -6.543039 0.6 -0.4 2.0
N -0.546495 -1.779775 -6.092934 0.7 2.6 1.7
C 0.395004 -1.179728 -6.895030 0.0 3.1 2.2
C 0.793645 0.045359 -6.203242 -0.8 -2.8 -1.7
N 0.119056 0.103099 -5.001460 0.2 -1.6 -0.1
C -0.618086 -1.057140 -4.894624 -0.6 0.3 -2.3
C 0.345952 1.236316 -4.032087 -0.3 -0.3 0.1
H -1.622400 -2.795069 -8.686726 -0.2 -0.2 -0.1
H -2.705075 -1.678793 -7.872955 0.2 0.2 0.2
H -3.130752 -3.321029 -7.821538 0.4 -0.4 -0.1
H -0.807443 -3.742063 -6.528000 -0.3 -0.3 -0.4
H -2.124277 -3.002964 -5.675398 -0.2 -0.1 -0.1
H 0.602741 -1.594466 -7.870344 0.2 0.3 0.1
H 1.474314 0.833648 -6.489056 -0.1 -0.2 -0.1
H -1.373681 -1.267497 -4.152173 0.0 0.1 0.2
H -0.185510 1.173243 -3.082529 -0.4 -0.6 -0.3
H 0.063211 2.190436 -4.476851 -0.1 -0.3 -0.4
H 1.378403 1.330290 -3.695464 0.2 -0.5 -0.5
C 4.408550 -3.405136 7.238169 -0.8 -0.1 -1.4
C 4.251332 -4.249139 5.906287 2.3 0.9 1.2
N 3.894351 -3.428879 4.749937 0.3 2.1 -1.5
C 2.689678 -2.769032 4.599481 -0.6 -0.5 -0.4
C 2.637503 -2.143986 3.382954 1.8 -0.5 0.6
N 3.930421 -2.297321 2.832064 -1.0 -1.0 0.9
C 4.695109 -3.028571 3.720722 -2.1 0.0 -1.0
C 4.264610 -1.843882 1.459403 0.8 0.3 0.1
H 4.724931 -4.070364 8.041586 -0.6 0.1 0.1
H 3.458422 -2.880386 7.338172 -0.2 -0.4 1.0
H 5.121226 -2.580397 7.234383 0.4 -0.3 -0.7
H 3.582598 -5.102240 6.020835 -0.1 0.3 -0.1
H 5.257793 -4.590957 5.664839 -0.2 -0.5 0.0
H 1.936277 -2.871041 5.366546 0.0 0.0 -0.2
H 1.850983 -1.619822 2.860432 0.1 0.1 0.0
H 5.719832 -3.308201 3.525435 -0.1 -0.1 0.2
H 3.449972 -1.659263 0.759130 -0.9 -0.1 1.0
H 4.851542 -2.581708 0.912394 0.5 0.0 0.5
H 4.762956 -0.881526 1.576173 0.4 -0.3 -0.3
C 4.495548 1.350848 3.612283 0.1 -0.5 0.4
C 3.440386 2.223142 2.963535 -0.3 -0.9 0.8
N 4.001239 2.785028 1.782663 0.6 1.1 -3.1
C 4.892075 3.843220 1.695377 -0.8 0.1 -1.8
C 5.115406 4.050810 0.318390 0.3 0.1 2.2
N 4.420992 3.111241 -0.374430 -1.8 -1.2 2.7
C 3.747700 2.318853 0.540806 1.1 1.3 0.1
C 4.432467 2.899633 -1.789061 0.7 -0.6 -1.2
H 4.048145 0.728349 4.387150 0.1 0.2 0.2
H 5.314161 1.948429 4.013360 -0.1 0.0 0.2
H 4.956759 0.661610 2.904944 -0.1 0.1 -0.2
H 3.088079 2.993228 3.649783 0.1 0.2 -0.2
H 2.558963 1.668277 2.642130 0.0 -0.2 0.1
H 5.084438 4.384805 2.609752 0.6 0.2 -0.4
H 5.793069 4.708855 -0.205212 -0.1 0.2 0.2
H 3.178955 1.414417 0.382888 -0.5 0.1 -0.5
H 3.682001 3.342431 -2.443915 -0.6 0.4 0.9
H 4.342842 1.820888 -1.917007 0.4 0.1 -0.4
H 5.368381 3.310657 -2.167515 0.2 -0.5 0.0
C 4.725573 -6.846236 -2.256445 -1.2 1.2 -0.7
C 4.650615 -5.758539 -1.185742 0.2 -0.3 0.7
N 4.614291 -4.375522 -1.661914 -2.2 3.3 -1.3
C 5.624018 -3.770543 -2.386099 -1.9 0.8 0.1
C 5.122888 -2.545931 -2.756487 0.7 1.3 -1.0
N 3.804661 -2.315425 -2.328158 2.1 -4.3 1.3
C 3.509235 -3.465536 -1.684764 1.4 -2.0 0.5
C 2.912507 -1.204868 -2.532003 -0.6 0.6 -0.4
H 4.563349 -7.809358 -1.772524 0.1 0.0 -0.3
H 5.583141 -6.817939 -2.928678 0.5 -0.1 0.7
H 3.930275 -6.600124 -2.960036 -0.5 -0.6 0.1
H 5.527894 -5.884810 -0.551274 0.0 0.4 0.3
H 3.757846 -5.808855 -0.562421 0.0 -0.6 -0.1
H 6.499270 -4.347282 -2.646311 0.2 0.5 0.0
H 5.569960 -1.773084 -3.364133 0.2 -0.2 0.0
H 2.547719 -3.708437 -1.257107 -0.1 -0.1 0.0
H 1.874076 -1.531349 -2.475667 0.1 -0.4 -0.1
H 3.085808 -0.807175 -3.531954 0.0 0.1 0.1
H 3.004659 -0.429405 -1.771565 0.3 0.0 0.0
C -5.568797 1.096296 4.150871 0.6 0.1 -0.4
C -6.160757 -0.030763 3.270133 -0.7 0.6 0.4
N -5.967642 0.092783 1.789812 0.3 0.5 -2.3
C -4.750716 0.215870 1.095870 -0.2 -0.1 -2.0
C -4.973014 0.393312 -0.298957 -2.3 -0.5 3.4
N -6.388539 0.339086 -0.422736 1.6 0.4 2.3
C -6.935499 0.185064 0.833631 1.1 0.1 -1.6
C -7.107098 0.562744 -1.671594 -0.4 -0.2 -0.8
H -6.164812 1.265627 5.047634 -0.2 -0.4 -0.1
H -5.539207 2.061446 3.645177 -0.1 -0.1 -0.3
H -4.540179 0.942268 4.476939 0.0 -0.2 -0.2
H -7.233660 0.043491 3.447576 -0.1 -0.3 -0.4
H -5.871967 -1.031704 3.590797 0.2 0.1 -0.2
H -3.796929 0.055215 1.576367 -0.2 0.4 0.2
H -4.359244 0.614620 -1.159608 0.1 -0.4 0.0
H -8.011310 0.146240 0.920310 0.1 -0.1 0.5
H -8.164135 0.700862 -1.444220 0.1 -0.1 -0.2
H -6.937393 -0.222057 -2.408745 -0.2 -0.8 0.5
H -6.724267 1.378664 -2.284646 0.2 0.6 0.8
C 1.133868 -5.777293 2.972435 0.4 -1.6 0.1
C -0.368237 -5.621349 2.669368 0.6 0.4 0.2
N -0.706573 -4.205124 2.800829 -1.3 2.6 2.3
C -0.585935 -3.258342 1.819799 0.8 -0.7 0.2
C -0.903410 -2.052499 2.352046 -1.5 0.6 -0.6
N -1.455014 -2.254982 3.612281 2.4 -1.1 0.3
C -1.164400 -3.538705 3.938308 -0.5 -0.7 -1.9
C -2.095949 -1.221479 4.491824 0.9 -0.7 -0.7
H 1.551317 -6.707369 2.586710 -0.5 -0.3 -0.6
H 1.415985 -5.957789 4.009714 -0.4 0.8 0.4
H 1.783996 -5.037676 2.505101 -0.4 0.4 0.1
H -1.097665 -6.104224 3.319645 0.6 -0.6 0.1
H -0.585408 -5.919897 1.643798 0.0 0.1 0.0
H -0.244777 -3.627106 0.863748 -0.1 0.6 -0.3
H -0.937936 -1.087035 1.869247 0.0 -0.1 0.1
H -1.327135 -3.993900 4.904075 -0.2 0.0 -0.1
H -1.750347 -0.236718 4.177334 -0.5 -0.1 -0.4
H -1.710243 -1.316740 5.506838 -0.5 -0.4 0.0
H -3.158109 -1.415112 4.342019 0.0 0.6 0.6
C 1.986272 8.055274 -2.583275 0.8 -0.1 0.2
C 1.982870 6.521186 -2.615622 -1.3 0.3 -0.3
N 1.620384 5.882642 -1.305661 -0.5 -0.7 2.0
C 1.077063 4.573770 -1.186179 0.5 1.6 4.1
C 0.932330 4.410416 0.246980 -0.3 -0.7 -2.5
N 1.291695 5.545170 0.900172 0.7 -0.2 -5.2
C 1.706899 6.419731 -0.036119 0.1 -0.2 -1.7
C 1.354964 5.716224 2.263898 0.1 0.6 3.5
H 2.316580 8.490505 -3.526443 -0.1 -0.4 -0.3
H 2.759467 8.404490 -1.898942 -0.1 0.1 0.3
H 1.035513 8.534997 -2.350845 0.0 -0.4 0.2
H 2.876867 6.083903 -3.060190 0.4 0.1 0.7
H 1.198920 6.155636 -3.278877 -0.2 0.2 -0.1
H 0.798765 3.944382 -2.018537 0.2 0.0 0.2
H 0.597440 3.627167 0.910875 -0.3 -0.4 -0.7
H 2.058084 7.422211 0.159063 0.0 -0.1 0.0
H 2.336552 6.112980 2.523089 -0.2 0.4 0.2
H 1.237016 4.803300 2.847642 -0.1 -0.3 -0.6
H 0.520716 6.323953 2.614327 0.2 0.3 0.1
C -0.615801 -0.492297 -0.876296 0.7 0.0 0.4
C 0.623008 0.232342 -0.294310 -2.5 2.7 -2.6
O 1.243840 -0.174445 0.646000 2.3 -2.7 3.7
O 0.918323 1.335160 -0.841285 0.0 0.5 -1.0
H -1.443416 0.175591 -1.115195 0.3 0.2 -0.1
H -1.011145 -1.283754 -0.239599 0.2 -0.1 -0.2
H -0.232626 -0.934216 -1.796076 -0.4 -0.3 -0.1
C -3.705836 -2.289188 -2.650003 1.4 0.4 0.3
C -4.400891 -1.527675 -3.739361 -0.5 -0.1 0.0
O -4.053051 -0.339381 -3.975902 0.7 0.9 0.2
O -5.316617 -2.161739 -4.251290 -1.0 -0.2 -0.9
H -3.047332 -3.059664 -3.051063 -0.6 -0.6 0.0
H -4.478911 -2.650603 -1.971895 0.5 -0.3 0.1
H -2.965226 -1.625087 -2.204390 -0.2 0.3 0.8
C -0.274226 2.165144 3.433082 0.0 -0.8 0.6
C -1.582189 2.940148 3.062394 -0.4 -0.4 1.1
O -2.665855 2.320656 3.096282 -0.2 -1.9 -0.4
O -1.541037 4.147517 2.895191 1.5 2.3 -1.1
H 0.527794 2.631302 4.005404 -0.3 1.1 -0.1
H 0.258566 1.660414 2.627180 -0.4 -0.1 -0.5
H -0.560807 1.396213 4.150511 -0.2 -0.3 -0.2
P -0.178652 -5.059959 -2.001828 -2.8 -2.0 -2.2
F 1.123262 -5.127029 -3.026361 -1.0 0.8 0.0
F -0.523412 -6.605651 -2.381798 0.5 0.9 1.0
F 0.828183 -5.460625 -0.853311 1.3 -0.7 1.6
F -1.347219 -4.944189 -0.861887 -0.1 -0.7 0.1
F 0.094275 -3.521569 -1.683405 1.0 1.7 -0.5
F -1.320349 -4.659076 -3.128779 1.7 0.4 0.3
```
Forces are in eV/Å.